The following is a quantum chemistry calculation of C32H37CsN7O5S as an isolated structure, from the Open Molecules 2025 dataset.

Structure (XYZ):
```
83
Properties=species:S:1:pos:R:3:lowdin_charge:R:1
Cs 0.281 -0.659 0.599 1.32
C -2.276 -2.398 -1.127 -0.10
O -1.597 -2.627 0.097 -0.38
C -1.636 -3.955 0.550 -0.22
C -1.246 -3.958 2.011 -0.19
O 0.063 -3.487 2.272 -0.18
C 1.106 -4.437 2.125 -0.17
C 1.830 -4.338 0.798 -0.22
O 2.844 -3.369 0.891 -0.19
C 3.631 -3.334 -0.288 -0.09
H -3.335 -2.667 -1.040 0.09
H -2.184 -1.332 -1.342 0.06
H -1.833 -2.979 -1.946 0.08
H -2.650 -4.368 0.468 0.13
H -0.967 -4.593 -0.044 0.12
H -1.918 -3.274 2.533 0.13
H -1.386 -4.969 2.413 0.13
H 1.833 -4.234 2.912 0.14
H 0.714 -5.452 2.262 0.12
H 2.262 -5.318 0.545 0.13
H 1.127 -4.065 -0.003 0.12
H 4.163 -4.285 -0.418 0.09
H 3.007 -3.157 -1.171 0.07
H 4.338 -2.514 -0.200 0.07
C 5.687 3.487 1.244 -0.11
C 6.086 2.346 2.181 -0.32
N 4.956 1.564 2.667 -0.07
C 4.411 0.771 1.778 -0.67
S 2.858 0.041 2.452 0.87
N 4.926 0.468 0.600 0.00
N 4.306 -0.194 -0.412 0.02
C 3.203 0.194 -0.938 -0.35
C 2.392 1.416 -0.583 -0.09
C 2.808 -0.612 -2.137 -0.26
C 3.703 -0.768 -3.196 -0.01
C 3.328 -1.523 -4.290 -0.07
C 2.069 -2.113 -4.303 -0.07
C 1.249 -1.913 -3.210 -0.16
N 1.601 -1.185 -2.146 0.05
H 6.558 4.074 0.938 0.06
H 4.974 4.150 1.740 0.07
H 5.214 3.084 0.348 0.04
H 6.592 2.764 3.053 0.09
H 6.799 1.694 1.663 0.09
H 3.705 2.043 3.810 0.03
H 1.720 1.248 0.254 -0.08
H 1.791 1.735 -1.436 0.08
H 3.070 2.221 -0.293 0.08
H 4.674 -0.295 -3.134 0.12
H 4.002 -1.644 -5.129 0.10
H 1.734 -2.713 -5.138 0.10
H 0.258 -2.357 -3.176 0.10
N -8.799 5.777 -0.512 0.14
C -7.882 5.087 -0.428 -0.19
C -6.728 4.218 -0.322 -0.24
C -5.522 4.717 0.164 -0.02
C -4.421 3.882 0.256 0.00
C -4.506 2.551 -0.138 -0.20
C -5.715 2.059 -0.619 -0.01
C -6.825 2.884 -0.711 -0.03
C -3.299 1.664 -0.060 -0.05
C -2.504 1.646 -1.216 -0.27
C -2.705 2.481 -2.363 -0.05
C -1.727 2.144 -3.266 -0.09
C -0.979 1.099 -2.645 -0.19
N -1.420 0.799 -1.436 -0.02
C -3.128 0.999 1.160 -0.27
C -4.037 1.041 2.270 -0.05
C -3.451 0.317 3.279 -0.09
C -2.201 -0.129 2.753 -0.22
N -2.007 0.260 1.508 -0.16
H -5.455 5.754 0.465 0.12
H -3.479 4.259 0.635 0.13
H -5.777 1.023 -0.925 0.13
H -7.766 2.503 -1.086 0.12
H -3.465 3.239 -2.477 0.10
H -1.553 2.570 -4.243 0.08
H -0.145 0.560 -3.079 0.08
H -4.991 1.547 2.293 0.10
H -3.834 0.134 4.272 0.08
H -1.444 -0.712 3.280 0.10
O 2.159 1.464 2.925 -0.56
O 2.762 1.949 4.158 -0.14
```

Values from the calculation:
LUMO level = 1.627 eV
Energy above the lowest of the compared OMol25 structures with the same formula, charge and spin = 112.2 kJ/mol
HOMO-LUMO gap = 5.91 eV
DFT total energy = -2419.244240 a.u.
Charge = -1